Here is a structure of composition C17H37MnNSi4 at a distorted geometry from the Open Molecules 2025 dataset. Energies are from the ωB97M-V functional and the def2-TZVPD basis.

Structure (ORCA input):
```
! wB97M-V def2-TZVPD RIJCOSX def2/J DEFGRID3
* xyz 0 4
C 0.03722 -1.45673 -3.91525
C -1.28376 -1.53920 -3.37310
C -1.20419 -2.15980 -2.07668
C 0.19843 -2.49687 -1.85265
C 0.93959 -2.02942 -2.97783
Mn 0.01162 -0.36038 -2.23428
C -1.11125 1.19440 -2.67692
C 0.18832 1.54603 -3.18367
C 0.63794 2.18778 -4.33365
N 1.52702 0.54903 -1.93328
H -2.02802 -2.41134 -1.43502
H -2.21837 -1.21701 -3.85149
H 0.57279 -3.07239 -1.01629
H 2.03927 -2.18593 -3.12301
H 0.30345 -1.07242 -4.92836
H -1.94011 0.93009 -3.41661
H 2.34507 0.66623 -2.77759
H -1.47277 1.80113 -1.80132
H -0.05068 2.72422 -5.06772
H 1.71649 2.32363 -4.52036
C 3.33140 0.84849 0.50666
Si 1.64704 1.53642 0.99374
C 1.62221 1.90529 2.85152
C 1.31203 3.13339 0.05084
Si 0.05242 -0.04302 0.36615
Si 0.46410 -1.88353 1.80186
C 0.55836 -1.52347 3.65310
C -0.95229 -3.10227 1.52878
C 2.10561 -2.64028 1.26831
Si -2.02947 0.72600 1.11732
C -2.34059 0.42482 2.95619
C -2.17910 2.57587 0.79542
C -3.28006 -0.23024 0.08497
H 4.08120 1.63325 0.69009
H 3.35213 0.58818 -0.56089
H 3.61381 -0.03412 1.09323
H 2.33286 2.72622 3.03831
H 0.63406 2.23428 3.20232
H 1.93580 1.04916 3.46160
H 1.28661 2.94537 -1.03281
H 0.37462 3.61809 0.35010
H 2.13527 3.83092 0.27157
H -0.33319 -1.02387 4.05038
H 0.65321 -2.49342 4.16648
H 1.43777 -0.92375 3.91695
H -1.04316 -3.42206 0.48337
H -0.73983 -3.99395 2.13785
H -1.92193 -2.69883 1.84893
H 2.18340 -2.78344 0.18293
H 2.95810 -2.02905 1.59143
H 2.19214 -3.62691 1.74954
H -1.60083 0.92973 3.59221
H -3.33105 0.84047 3.19905
H -2.35241 -0.64087 3.21917
H -1.99774 2.84520 -0.25159
H -3.20810 2.87349 1.04852
H -1.49361 3.15850 1.42457
H -3.16638 -0.03876 -0.99025
H -3.21738 -1.31337 0.25031
H -4.28511 0.10103 0.38687
*
```

The maximum force is 6.4 eV/Å. As for the molar mass: 422.8 g/mol. Its expectation value of S² is 3.93. As for the HOMO-LUMO gap (alpha / beta): 0.2689 / 0.2682 Ha. Its LUMO energy (alpha / beta) is -0.17 / -0.22 eV.


Here is a cluster of 15 separate species, C49H101N11O19 in total at a distorted geometry from the Open Molecules 2025 dataset. Energies are from the ωB97M-V functional and the def2-TZVPD basis.

Structure (ORCA input):
```
! wB97M-V def2-TZVPD RIJCOSX def2/J DEFGRID3
* xyz 0 1
O -7.33386 -26.41106 -1.08518
C -7.91199 -26.58645 -0.04935
O -8.55437 -25.56657 0.62635
C -9.03352 -26.02300 1.89664
C -8.79185 -27.49368 2.02312
C -8.21493 -27.90460 0.67808
H -10.05513 -25.67608 2.00127
H -8.42942 -25.43089 2.59637
H -9.74979 -27.97832 2.17266
H -7.97475 -27.67909 2.78875
H -8.84354 -28.44774 0.01532
H -7.26750 -28.40956 0.68908
O -5.59430 -27.78452 2.04313
C -5.16473 -26.67489 1.88480
O -6.03602 -25.65403 1.62981
C -5.33368 -24.55779 1.01900
C -3.85884 -24.98251 0.82260
C -3.72696 -26.18502 1.83065
H -5.39022 -23.73712 1.73962
H -5.82555 -24.27393 0.09518
H -3.12589 -24.18349 0.91645
H -3.79804 -25.29520 -0.22581
H -3.37647 -25.63686 2.70320
H -2.99468 -26.98360 1.60394
O -0.79629 -23.57587 0.98246
C -0.28554 -24.22486 0.08399
O 0.77852 -23.84800 -0.64423
C 0.88523 -24.75794 -1.79987
C 0.34174 -26.05251 -1.27822
C -0.76375 -25.58830 -0.36767
H 1.93689 -24.74590 -2.07010
H 0.36760 -24.26326 -2.65577
H 1.12742 -26.57859 -0.69723
H -0.02526 -26.72045 -2.09182
H -0.81085 -26.22876 0.52070
H -1.73275 -25.54024 -0.90294
O -5.14494 -25.47459 6.10864
C -5.48558 -26.61857 6.08735
O -4.87115 -27.66908 6.63460
C -5.65274 -28.84874 6.58198
C -6.42615 -28.66640 5.29630
C -6.73558 -27.15922 5.35504
H -6.24374 -28.92346 7.49898
H -4.89219 -29.61032 6.54308
H -7.34194 -29.26149 5.18603
H -5.73071 -28.83548 4.49950
H -7.66173 -26.93132 5.91161
H -6.83880 -26.70965 4.37102
C -2.80650 -31.09344 3.25036
C -2.66576 -29.95727 4.25557
O -3.24792 -30.01574 5.34813
N -1.93776 -28.93739 3.86810
C -1.88028 -27.72924 4.64506
H -1.79379 -31.41659 2.96336
H -3.30904 -30.72846 2.32463
H -3.32909 -31.93352 3.73914
H -1.58679 -28.94315 2.93242
H -1.07178 -27.09307 4.26490
H -1.74932 -27.98918 5.71026
H -2.81882 -27.19319 4.59170
C -8.74039 -22.26667 1.66798
C -9.09872 -20.87090 1.26007
O -9.32452 -20.60568 0.06319
N -9.10436 -19.93974 2.24538
C -9.33257 -18.53079 1.94014
H -7.77644 -22.61177 1.30511
H -9.54060 -22.87641 1.22484
H -8.77261 -22.37395 2.73220
H -8.74774 -20.18787 3.15593
H -10.26013 -18.24744 1.44425
H -8.45838 -18.22649 1.29470
H -9.23617 -17.93128 2.85286
C -7.47894 -22.88113 5.02905
C -6.64774 -21.84184 4.37409
O -5.95158 -22.13604 3.39555
N -6.77844 -20.53734 4.87360
C -5.81307 -19.51236 4.50401
H -8.35449 -22.44643 5.53322
H -6.85419 -23.53761 5.65516
H -7.78918 -23.56738 4.24308
H -7.12982 -20.40490 5.79666
H -6.39370 -18.62078 4.37712
H -5.37207 -19.75891 3.53066
H -5.03566 -19.23741 5.21541
C -1.72993 -25.28738 7.56504
C -1.32235 -24.53054 6.35222
O -0.14107 -24.43982 6.02947
N -2.29576 -23.99021 5.58778
C -2.00547 -23.36375 4.34604
H -1.82153 -24.58465 8.40940
H -0.92140 -25.96969 7.80045
H -2.69592 -25.79105 7.47699
H -3.26577 -24.31937 5.74855
H -2.93547 -23.10256 3.83940
H -1.44060 -23.97145 3.60341
H -1.36014 -22.50466 4.47244
C -5.83254 -19.97414 0.49604
C -5.75005 -19.48952 -0.92618
O -4.67589 -19.24878 -1.41468
N -6.91843 -19.29189 -1.56161
C -7.05703 -18.66829 -2.83580
H -6.76828 -19.69338 0.97116
H -4.97842 -19.53414 1.00345
H -5.72219 -21.06431 0.50052
H -7.75333 -19.62983 -1.08243
H -7.83529 -19.15768 -3.43205
H -6.12500 -18.72249 -3.36123
H -7.41118 -17.64426 -2.70827
C 0.03143 -30.47076 0.81824
C -0.72733 -29.26101 0.34439
O -1.01112 -28.34593 1.12809
N -1.11084 -29.22922 -0.97930
C -0.92793 -30.27991 -1.94598
H -0.51350 -31.36837 0.76563
H 0.33213 -30.29094 1.84836
H 0.85358 -30.57080 0.13114
H -1.64558 -28.41771 -1.24283
H 0.13916 -30.57155 -2.08742
H -1.37540 -29.98547 -2.89793
H -1.45849 -31.18249 -1.62652
C -4.55361 -25.86821 -3.14895
C -3.91422 -26.95611 -2.34507
O -2.70163 -27.14383 -2.41788
N -4.70305 -27.68587 -1.53012
C -4.15893 -28.74149 -0.73326
H -4.31909 -24.88719 -2.74218
H -5.63244 -25.98337 -3.27436
H -4.15767 -25.89348 -4.17408
H -5.67922 -27.46396 -1.54319
H -4.90687 -29.46883 -0.43755
H -3.53865 -28.42967 0.10843
H -3.43824 -29.18898 -1.42954
C -2.05204 -22.82520 -3.14473
C -2.86021 -22.48612 -1.93070
O -4.04419 -22.82187 -1.80132
N -2.22369 -21.77832 -0.98803
C -2.86193 -21.30851 0.24023
H -1.07170 -22.42740 -3.02581
H -2.53663 -22.43163 -4.03808
H -1.97075 -23.91938 -3.23958
H -1.22291 -21.65610 -1.08652
H -3.73353 -21.93340 0.37641
H -3.12525 -20.27245 0.20257
H -2.12270 -21.50570 1.01757
C -6.63373 -30.68362 1.85558
C -6.76308 -32.16682 2.07286
O -6.37167 -32.72860 3.07991
N -7.42583 -32.85553 1.07634
C -7.50109 -34.27719 0.98797
H -7.39788 -30.14615 2.42541
H -6.67333 -30.37066 0.81263
H -5.68029 -30.36434 2.26068
H -7.70243 -32.25343 0.32078
H -7.64995 -34.76921 1.96159
H -6.52598 -34.61783 0.61609
H -8.22385 -34.53943 0.21672
C 3.22197 -27.08645 4.29916
C 2.22390 -27.88427 3.51301
O 2.33028 -29.09247 3.38057
N 1.16962 -27.20615 2.97849
C 0.97526 -25.77259 3.00601
H 4.10463 -27.66749 4.50771
H 2.79666 -26.75126 5.24899
H 3.52796 -26.17863 3.75257
H 0.45985 -27.78970 2.55578
H -0.06558 -25.57509 2.77357
H 1.52113 -25.28962 2.21522
H 1.32189 -25.36959 3.94129
C -7.58712 -22.82946 -2.07696
C -7.50916 -22.18399 -3.48062
O -8.50872 -21.89619 -4.13794
N -6.19983 -21.99972 -3.85378
C -5.80654 -21.36495 -5.14185
H -6.59487 -23.16269 -1.78439
H -8.34408 -23.63730 -2.04892
H -7.98421 -22.01506 -1.43916
H -5.50653 -22.10101 -3.11155
H -4.80233 -20.92818 -5.06308
H -6.54527 -20.62958 -5.42421
H -5.81450 -22.11859 -5.91666
*
```

The maximum force is 2.6 eV/Å. As for the molar mass: 1148.4 g/mol. As for the HOMO-LUMO gap: 0.3352 Ha. Its LUMO energy is 0.26 eV.


Here is a cluster of 3 separate species, C26H54BrFN3O14P2 in total at a distorted geometry from the Open Molecules 2025 dataset. Energies are from the ωB97M-V functional and the def2-TZVPD basis.

Structure (ORCA input):
```
! wB97M-V def2-TZVPD RIJCOSX def2/J DEFGRID3
* xyz 1 1
C -5.16738 3.64909 2.66303
O -4.86791 2.26221 2.81595
C -3.58445 2.08387 3.40092
C -2.49217 1.99143 2.31496
C -1.71441 0.67125 2.47449
C -0.41216 0.71717 1.67446
C 0.62572 -0.27419 2.22594
C 1.93546 -0.10916 1.44452
C 2.14317 -1.17680 0.34170
C 2.26838 -0.63833 -1.04328
O 1.09778 -0.00369 -1.48286
N 3.41186 0.22578 -1.33609
O 4.23799 0.68336 -0.30376
C 4.10321 -0.21066 -2.45191
N 4.77961 0.50438 -3.25147
C 4.90353 1.95739 -3.15035
C 4.11982 2.65661 -4.25971
C 2.65927 2.95005 -3.81897
C 2.41453 4.42516 -3.55966
O 2.74456 4.77345 -2.22165
C 1.66949 4.56031 -1.32892
N 3.95893 -1.58292 -2.56434
C 5.07780 -2.23273 -1.87046
P 6.31731 -2.71521 -3.11128
O 6.36853 -1.72983 -4.16688
O 6.03220 -4.17439 -3.70308
O 7.68721 -2.83208 -2.30284
C 2.59305 -1.80484 -2.13240
C 2.17133 -3.20752 -1.77915
C 2.62872 -4.25316 -2.81016
C 1.78121 -5.52005 -2.72106
F 1.24380 -5.64222 -1.45027
P 1.61121 -1.18882 -3.74151
O 2.70867 -1.43860 -4.94528
Br 0.00830 -2.72622 -4.11746
H -5.89904 3.74237 1.87146
H -4.28293 4.22966 2.40413
H -5.55412 4.00864 3.61231
H -3.35019 2.88775 4.09708
H -3.61702 1.14976 3.95159
H -2.93294 2.01555 1.32624
H -1.76782 2.79385 2.41276
H -1.43364 0.58503 3.51862
H -2.32854 -0.16012 2.15267
H 0.02967 1.70691 1.72548
H -0.56107 0.48526 0.61848
H 0.25444 -1.29277 2.23736
H 0.82419 0.05494 3.23947
H 1.96705 0.88426 1.00151
H 2.77829 -0.18480 2.11969
H 2.95775 -1.84196 0.59730
H 1.25581 -1.80056 0.33038
H 1.18632 0.93505 -1.25425
H 3.92906 1.57837 -0.08673
H 5.27232 0.01794 -4.00701
H 5.95545 2.20341 -3.25221
H 4.55794 2.30778 -2.19485
H 4.13812 2.08355 -5.17996
H 4.60417 3.60762 -4.44051
H 1.97732 2.59637 -4.58110
H 2.48332 2.40242 -2.89905
H 2.96826 5.05215 -4.24752
H 1.34883 4.60949 -3.70235
H 1.11597 3.65063 -1.56477
H 0.99949 5.41721 -1.31438
H 2.08776 4.44457 -0.33394
H 4.79297 -3.06397 -1.23350
H 5.57863 -1.52129 -1.21393
H 6.13272 -4.84089 -2.99993
H 7.88123 -3.76246 -2.09816
H 2.65431 -3.49779 -0.84855
H 1.11166 -3.26453 -1.58310
H 3.62651 -4.54568 -2.51057
H 2.65538 -3.86519 -3.81898
H 2.43678 -6.37463 -2.86342
H 1.02647 -5.57592 -3.49735
H 3.22913 -2.25548 -4.85431
C -0.53069 -4.81306 2.91744
O -0.41870 -3.98051 4.07254
C -0.93103 -4.52078 5.18502
O -1.44925 -5.60220 5.26447
O -0.76473 -3.65131 6.18035
C -1.27064 -4.09900 7.44267
H -0.08550 -4.26708 2.08884
H 0.01075 -5.74662 3.05793
H -1.57486 -5.01407 2.68589
H -0.75881 -5.00440 7.76191
H -2.34327 -4.27187 7.38667
H -1.07264 -3.30509 8.15654
C -9.80606 1.62139 1.34708
O -9.47374 3.00648 1.23064
C -10.49574 3.83592 1.45206
O -11.62056 3.51187 1.72850
O -10.05168 5.08683 1.31345
C -11.04920 6.08935 1.52426
H -8.89493 1.06542 1.14533
H -10.14983 1.39155 2.35361
H -10.56391 1.34495 0.61660
H -11.44264 6.03311 2.53725
H -11.85563 5.98730 0.80089
H -10.56096 7.04918 1.38276
*
```

The maximum force is 2.2 eV/Å. As for the molar mass: 793.6 g/mol. As for the HOMO-LUMO gap: 0.2718 Ha. Its LUMO energy is -3.63 eV.


Here is a cluster of 8 separate species, C8H32O8 in total at a distorted geometry from the Open Molecules 2025 dataset. Energies are from the ωB97M-V functional and the def2-TZVPD basis.

Structure (ORCA input):
```
! wB97M-V def2-TZVPD RIJCOSX def2/J DEFGRID3
* xyz 0 1
C 2.17911 1.23710 4.04217
O 0.90874 1.79728 3.74378
H 2.03151 0.17088 4.21388
H 2.96954 1.17373 3.29431
H 2.53270 1.66435 4.98054
H 0.51088 1.26690 3.04952
C -0.48536 -0.34316 -0.32839
O -0.76070 -0.96079 0.89436
H -0.80986 -0.90937 -1.20143
H -1.12931 0.52993 -0.43397
H 0.54578 0.00006 -0.41239
H -0.10875 -1.66215 0.96263
C 4.16318 1.09829 -4.84276
O 4.95594 2.30184 -4.79852
H 3.14872 1.12817 -4.44517
H 4.12996 0.94424 -5.92131
H 4.75458 0.35003 -4.31509
H 4.45376 3.04025 -5.15088
C -1.66995 2.63895 -6.62118
O -1.07378 3.91033 -6.79211
H -1.20414 1.85753 -7.22160
H -1.56326 2.13470 -5.66074
H -2.70049 2.67926 -6.97399
H -1.20478 4.44564 -6.00605
C -5.92853 -1.65751 3.20049
O -5.58216 -1.84602 1.82250
H -6.37540 -2.52799 3.68079
H -5.03226 -1.26506 3.68089
H -6.66889 -0.86011 3.26474
H -4.65474 -2.05716 1.69246
C 2.20565 -5.21687 -0.21072
O 1.91666 -4.88865 1.09539
H 3.25388 -5.48786 -0.33669
H 1.54908 -5.92626 -0.71448
H 2.25187 -4.31294 -0.81808
H 2.77031 -4.76979 1.51818
C -2.15423 6.45346 -1.82913
O -1.49921 6.76758 -3.03331
H -2.54298 5.43519 -1.81934
H -1.59807 6.79430 -0.95585
H -2.96282 7.18403 -1.85278
H -1.40941 7.71000 -3.19263
C 1.35133 -5.13173 7.10917
O 0.73767 -4.45705 6.05832
H 0.81168 -6.05011 7.34035
H 2.38943 -5.43664 6.97701
H 1.27884 -4.47107 7.97310
H 1.31830 -4.47563 5.29403
*
```

The SMILES is CO.CO.CO.CO.CO.CO.CO.CO. The maximum force is 2.6 eV/Å. As for the molar mass: 256.3 g/mol. As for the HOMO-LUMO gap: 0.3800 Ha. Its LUMO energy is 0.09 eV.


Here is a structure of composition C13H27Cl2PY at a distorted geometry from the Open Molecules 2025 dataset. Energies are from the ωB97M-V functional and the def2-TZVPD basis.

Structure (ORCA input):
```
! wB97M-V def2-TZVPD RIJCOSX def2/J DEFGRID3
* xyz -1 1
Y -1.09065 -0.64694 2.12687
Cl 1.36333 -1.08376 2.46896
Cl -2.54584 -2.00266 3.59491
C 0.74703 -2.31397 -1.24984
H -0.28720 -2.14350 -1.56249
H 0.90250 -2.73533 -0.24393
C 2.08683 -0.24163 -1.26349
C 1.80181 -1.63788 -1.87742
H 1.30472 0.51990 -1.38442
C 3.08942 -2.53645 -1.94378
H 1.42026 -1.51063 -2.91412
C 3.84502 -2.41933 -0.63517
H 2.81287 -3.56221 -2.18910
H 3.74649 -2.16434 -2.73836
C 4.40585 -0.99622 -0.52220
H 3.15801 -2.61253 0.19024
H 4.67260 -3.14661 -0.61866
C 3.23216 0.04786 -0.45808
H 5.03608 -0.88474 0.36469
H 5.02776 -0.74365 -1.39582
H 2.88817 0.10105 0.60269
H 3.60689 1.05514 -0.73225
C -2.75777 2.68849 -1.82275
C -2.29319 2.67724 -0.36818
P -1.05200 1.34526 -0.00428
C -0.84071 1.79776 1.90055
C -1.96262 1.70816 2.96115
C -2.22652 -0.13990 -0.10694
C -3.52415 -0.15621 0.71983
H -1.90888 2.79985 -2.50957
H -3.42087 3.54844 -1.97593
H -3.31368 1.78418 -2.10201
H -1.76895 3.61776 -0.13893
H -3.14500 2.59644 0.31975
H 0.08676 1.27285 2.25439
H -0.52114 2.84353 1.79582
H -2.31691 0.69741 3.33623
H -1.58330 2.19277 3.87436
H -2.86847 2.24180 2.64991
H -2.47971 -0.16010 -1.17662
H -1.65156 -1.11199 0.00491
H -3.97692 0.83728 0.83981
H -4.25614 -0.78913 0.19804
H -3.44240 -0.63346 1.73121
*
```

The maximum force is 4.4 eV/Å. As for the molar mass: 374.1 g/mol. As for the HOMO-LUMO gap (alpha / beta): 0.1277 / 0.1385 Ha. Its LUMO energy (alpha / beta) is 2.52 / 2.41 eV.


Here is a cluster of 2 separate species, C4H9NO2 in total at a distorted geometry from the Open Molecules 2025 dataset. Energies are from the ωB97M-V functional and the def2-TZVPD basis.

Structure (ORCA input):
```
! wB97M-V def2-TZVPD RIJCOSX def2/J DEFGRID3
* xyz 0 1
C -1.46700 0.56201 -0.46626
C -0.06196 0.47220 -1.41307
N 0.84676 1.34903 -1.02403
O -0.01101 -0.42279 -2.21413
H -1.98408 -0.39244 -0.44732
H -1.97775 1.15832 -1.22618
H -1.52504 1.22107 0.39971
H 0.91442 1.49055 0.12806
H 1.71881 1.32575 -1.53432
C 0.75048 -1.49051 0.82932
C 0.14184 -0.25590 1.41602
O 0.74755 0.82917 1.50103
H 0.94808 -2.20401 1.63037
H 1.65952 -1.26783 0.27529
H 0.05890 -1.95132 0.12336
H -0.75953 -0.42331 2.02216
*
```

The SMILES is CC(N)=O.CC=O. The maximum force is 4.5 eV/Å. As for the molar mass: 103.1 g/mol. As for the HOMO-LUMO gap: 0.3598 Ha. Its LUMO energy is 0.29 eV.